58
Properties=species:S:1:pos:R:3:lowdin_charge:R:1 method="wB97M-V/def2-TZVPD" fmax_ha_per_bohr=0.0237 e_above_lowest_kcal_mol=0.0 total_charge=-1 total_energy_ha=-1805.69813 spin_multiplicity=3
Pd -0.3297 -0.5928 -0.4472 1.102
O -6.9414 -0.4890 1.6459 -0.065
C -6.3549 -1.5210 1.2420 -0.686
O -6.6870 -2.7230 1.2532 -0.042
C -4.9607 -1.2437 0.6168 -0.089
C -4.5433 0.0663 0.4047 -0.006
C -3.2850 0.3048 -0.1025 -0.135
N -2.4254 -0.6896 -0.3687 -0.047
C -2.8284 -1.9700 -0.1948 -0.178
C -4.0964 -2.2742 0.2621 0.062
C -1.7943 -3.0658 -0.4965 -0.592
O -2.1960 -4.1932 -0.7111 0.054
O -0.5447 -2.6803 -0.4858 -0.143
H -5.2119 0.8767 0.6702 0.113
H -2.9114 1.3078 -0.2768 0.102
H -4.3984 -3.3058 0.3735 0.129
O 3.7283 -0.4905 0.4193 0.029
C 2.5094 -0.6109 0.3653 -0.599
O 1.7765 -0.6668 -0.6769 -0.110
C 1.7535 -0.6967 1.6969 -0.157
C 2.4951 -0.8437 2.8904 0.008
C 1.8367 -0.9489 4.0722 -0.002
C 0.4246 -0.9133 4.0929 -0.155
C -0.3353 -1.0431 5.2820 -0.043
C -1.6955 -1.0155 5.2412 -0.075
C -2.3693 -0.8338 4.0080 -0.045
C -1.6637 -0.6889 2.8526 0.010
C -0.2485 -0.7414 2.8653 -0.171
N 0.4447 -0.6296 1.6890 0.116
H 3.5729 -0.8692 2.8100 0.115
H 2.3775 -1.0662 5.0062 0.117
H 0.1883 -1.1706 6.2240 0.110
H -2.2687 -1.1344 6.1520 0.103
H -3.4529 -0.8141 3.9769 0.116
H -2.1640 -0.5358 1.9110 0.078
C 4.4569 0.6405 -4.8925 -0.043
C 3.4130 1.1854 -3.9587 -0.241
C 3.7370 2.1296 -2.9916 0.000
C 2.8169 2.5380 -2.0389 -0.191
C 3.2627 3.5292 -0.9835 -0.043
C 1.5254 1.9779 -2.0583 -0.124
C 0.6579 2.2371 -0.9201 -0.179
O -0.3218 1.6005 -0.6105 -0.067
C 1.1526 1.1059 -3.0941 -0.193
C -0.2459 0.5644 -3.2451 -0.035
C 2.1035 0.7275 -4.0230 0.000
H 5.4085 1.1549 -4.7644 0.073
H 4.1448 0.7294 -5.9344 0.080
H 4.6169 -0.4194 -4.6843 0.090
H 4.7452 2.5285 -2.9548 0.114
H 4.2939 3.8243 -1.1694 0.074
H 3.2197 3.0951 0.0163 0.086
H 2.6468 4.4303 -0.9922 0.083
H 0.9373 3.0681 -0.2584 0.129
H -0.9905 1.1859 -2.7623 0.074
H -0.3113 -0.4418 -2.8330 0.069
H -0.4931 0.4854 -4.3037 0.090
H 1.8227 0.0291 -4.8064 0.128


60
Properties=species:S:1:pos:R:3:lowdin_charge:R:1 method="wB97M-V/def2-TZVPD" fmax_ha_per_bohr=0.0166 e_above_lowest_kcal_mol=0.0 total_charge=+1 total_energy_ha=-9119.36012 spin_multiplicity=1
W 1.2126 -0.4759 -0.2131 0.632
O -3.9997 -3.1896 -3.4980 -0.009
C -2.9441 -3.3959 -4.1524 -0.702
O -2.6936 -3.8972 -5.2365 0.062
C -1.7924 -2.7966 -3.3601 -0.061
C -1.3372 -1.5130 -3.6866 0.037
C -0.5160 -0.8364 -2.8181 -0.157
N -0.0981 -1.4040 -1.6760 -0.180
C -0.4361 -2.6817 -1.4167 -0.197
C -1.2756 -3.4016 -2.2148 0.093
C 0.0767 -3.1686 -0.1073 -0.483
O -0.0811 -4.2490 0.3554 0.195
O 0.7010 -2.1613 0.5864 -0.335
H -1.6693 -1.0390 -4.6009 0.142
H -0.1901 0.1774 -3.0069 0.103
H -1.5643 -4.4025 -1.9210 0.157
Se 2.1840 -0.0528 2.0577 0.495
P 2.3311 1.5961 0.6295 0.489
Se 2.8884 -0.5757 -1.6901 0.450
C 1.5074 3.0957 1.1746 -0.460
C 1.7609 3.5929 2.4525 -0.079
C 1.1840 4.7883 2.8448 -0.050
C 0.3681 5.4905 1.9656 -0.047
C 0.1303 5.0063 0.6880 -0.056
C 0.7021 3.8079 0.2881 -0.168
C 4.0412 2.0118 0.2629 -0.449
C 5.0788 1.1360 0.5686 -0.135
C 6.3769 1.4725 0.2232 -0.054
C 6.6357 2.6707 -0.4297 -0.050
C 5.5993 3.5411 -0.7360 -0.055
C 4.2972 3.2169 -0.3893 -0.077
H 2.4022 3.0487 3.1348 0.110
H 1.3735 5.1757 3.8366 0.117
H -0.0790 6.4247 2.2783 0.117
H -0.4950 5.5610 0.0016 0.117
H 0.5365 3.4440 -0.7199 0.088
H 4.8757 0.2014 1.0782 0.075
H 7.1881 0.8001 0.4672 0.117
H 7.6517 2.9287 -0.6968 0.116
H 5.8037 4.4755 -1.2405 0.115
H 3.4916 3.9049 -0.6153 0.108
C -1.5341 -0.8768 2.6606 -0.010
N -2.2520 -1.0941 1.4132 -0.047
C -2.1029 -0.4498 0.2491 -0.601
Se -0.9178 1.0194 -0.0369 0.817
N -2.9606 -0.9710 -0.6372 0.168
C -3.6773 -2.0050 -0.0565 -0.150
C -4.6450 -2.8698 -0.5667 0.028
C -5.1289 -3.8096 0.3183 -0.034
C -4.6756 -3.8918 1.6498 -0.045
C -3.7137 -3.0361 2.1476 0.009
C -3.2245 -2.0872 1.2559 -0.145
H -1.0030 0.0684 2.6113 0.048
H -0.8291 -1.6910 2.8201 0.101
H -2.2561 -0.8447 3.4738 0.110
H -3.0469 -0.6750 -1.5995 0.168
H -4.9442 -2.8347 -1.6068 0.100
H -5.8722 -4.5150 -0.0260 0.120
H -5.0871 -4.6540 2.2971 0.115
H -3.3560 -3.1100 3.1648 0.119


57
Properties=species:S:1:pos:R:3:lowdin_charge:R:1 method="wB97M-V/def2-TZVPD" fmax_ha_per_bohr=0.0112 e_above_lowest_kcal_mol=19.0 total_charge=0 total_energy_ha=-1709.79216 spin_multiplicity=3
Pd -0.5269 0.1798 -1.6746 1.103
O 2.5434 4.5841 -2.4605 0.060
C 3.4830 3.6107 -2.3589 -0.258
C 4.8361 3.9352 -2.4361 -0.026
C 5.8063 2.9602 -2.3218 -0.075
C 5.4424 1.6328 -2.1251 -0.079
C 4.1046 1.3091 -2.0481 -0.015
C 3.0984 2.2764 -2.1632 -0.078
C 1.7055 1.8033 -2.0616 -0.370
O 1.4987 0.5828 -1.7519 -0.102
N 0.6755 2.6565 -2.3201 0.128
N -0.4521 2.0224 -2.1301 -0.196
C -1.6882 2.6459 -2.3876 0.008
C -2.7824 1.8236 -2.1899 -0.260
C -4.1354 2.2244 -2.3356 -0.010
C -5.1368 1.3227 -2.0813 -0.062
C -4.8154 0.0196 -1.6888 -0.031
C -3.4781 -0.3411 -1.5711 -0.094
N -2.4990 0.5136 -1.8122 -0.023
H 2.9909 5.4309 -2.5712 0.109
H 5.1180 4.9714 -2.5863 0.114
H 6.8498 3.2382 -2.3858 0.107
H 6.1936 0.8615 -2.0354 0.104
H 3.7996 0.2826 -1.9014 0.118
H -1.7285 3.6575 -2.7608 0.126
H -4.3515 3.2390 -2.6376 0.117
H -6.1721 1.6177 -2.1836 0.111
H -5.5803 -0.7118 -1.4775 0.110
H -3.1651 -1.3373 -1.2813 0.124
O 0.1949 -0.2638 0.8472 -0.051
C -0.1733 -1.6242 1.1021 -0.328
C -0.4154 -2.4349 -0.2003 -0.566
O -0.5283 -3.6450 -0.1111 0.060
O -0.6433 -1.7967 -1.3007 -0.156
C 0.8817 -2.2106 2.0392 -0.144
C 1.0893 -1.5218 3.2346 -0.025
C 2.0483 -1.9373 4.1395 -0.080
C 2.8232 -3.0568 3.8635 -0.095
C 2.6262 -3.7438 2.6782 -0.078
C 1.6600 -3.3292 1.7684 -0.012
C -1.5444 -1.5784 1.7746 -0.147
C -2.0587 -2.7261 2.3700 -0.011
C -3.3274 -2.7183 2.9236 -0.071
C -4.1006 -1.5643 2.8879 -0.097
C -3.5903 -0.4184 2.2989 -0.088
C -2.3170 -0.4240 1.7419 -0.035
H 1.1342 -0.2439 0.6289 0.102
H 0.4836 -0.6507 3.4523 0.124
H 2.1905 -1.3902 5.0621 0.100
H 3.5719 -3.3902 4.5702 0.098
H 3.2239 -4.6172 2.4520 0.101
H 1.5003 -3.8840 0.8573 0.108
H -1.4613 -3.6282 2.3834 0.126
H -3.7150 -3.6175 3.3847 0.103
H -5.0916 -1.5597 3.3226 0.097
H -4.1798 0.4894 2.2754 0.099
H -1.9160 0.4743 1.2929 0.106


57
Properties=species:S:1:pos:R:3:lowdin_charge:R:1 method="wB97M-V/def2-TZVPD" fmax_ha_per_bohr=0.0396 e_above_lowest_kcal_mol=0.0 total_charge=0 total_energy_ha=-3914.35301 spin_multiplicity=1
Zr 0.9502 -1.4258 0.1948 1.051
O -0.5991 -1.1937 4.1338 0.115
C -0.3470 -1.6686 3.0512 -0.455
N 0.8622 -1.7353 2.3954 -0.035
C 1.9845 -1.8942 3.1546 -0.439
O 2.0840 -2.3953 4.2582 0.103
C 3.2056 -1.4225 2.4017 -0.185
C 4.3964 -1.3628 3.0646 0.016
C 5.5149 -0.8918 2.3853 -0.031
C 5.3620 -0.5641 1.0619 -0.044
C 4.1219 -0.6655 0.4404 -0.117
N 3.0544 -1.0788 1.1048 -0.023
C -1.4443 -2.1630 2.1600 -0.181
C -2.7173 -2.3087 2.6191 0.026
C -3.6755 -2.8018 1.7062 -0.028
C -3.2670 -3.2021 0.4605 -0.043
C -1.9393 -3.0849 0.1111 -0.112
N -1.0516 -2.4789 0.8923 0.000
H 4.4100 -1.6609 4.1055 0.128
H 6.4889 -0.8551 2.8662 0.118
H 6.2206 -0.1477 0.5277 0.118
H 3.9600 -0.4181 -0.6163 0.126
H -2.9525 -1.9887 3.6249 0.126
H -4.7123 -2.9130 2.0016 0.114
H -4.0510 -3.5279 -0.1924 0.108
H -1.5786 -3.3625 -0.8423 0.071
C -0.1508 0.2912 -0.6214 -0.219
C 0.8331 1.1747 -0.0216 -0.405
C 1.0922 1.1570 1.3408 -0.108
C 2.2694 1.7071 1.9033 -0.073
C 3.1795 2.3379 1.0823 -0.100
C 2.8463 2.4992 -0.2577 -0.087
C 1.7282 1.9192 -0.8070 -0.044
H 0.3451 0.6481 1.9853 0.113
H 2.4178 1.6357 2.9981 0.126
H 4.0783 2.8583 1.4112 0.110
H 3.4560 3.0904 -0.8466 0.083
H 1.5568 2.0421 -1.8877 0.132
C -1.4409 3.0049 -0.9469 -0.028
N -1.6078 1.8963 -1.8076 -0.022
C -1.0169 0.6637 -1.6079 -0.265
Se 1.4680 -3.0474 -1.5566 -0.180
N -1.6748 -0.2153 -2.4663 0.154
C -2.6899 0.4245 -3.1436 -0.183
C -3.5653 0.0000 -4.1397 -0.025
C -4.4206 0.9498 -4.6574 -0.112
C -4.3805 2.2737 -4.2393 -0.101
C -3.4799 2.7339 -3.2798 -0.010
C -2.6293 1.7739 -2.7621 -0.143
H -0.6296 3.6942 -1.2701 0.104
H -1.2050 2.7614 0.1027 0.106
H -2.3343 3.6102 -0.9702 0.083
H -1.1860 -0.9850 -2.8874 0.140
H -3.5443 -1.0427 -4.4696 0.116
H -5.0925 0.6013 -5.4762 0.116
H -5.0410 2.9849 -4.7083 0.097
H -3.4613 3.7686 -3.0629 0.097